[1]
{"formula": "C2H3ClO2S", "method": "ωB97M-V/def2-TZVPD", "symbols": ["C", "C", "O", "O", "S", "Cl", "H", "H", "H"], "coordinates": [[0.1269, -0.3374, 0.7990], [-1.1095, -0.5496, -0.1007], [1.7880, 0.7869, -0.9330], [-1.1291, -1.2405, -1.1101], [0.8318, 1.2090, 0.3359], [-2.3996, 0.6051, 0.2054], [-0.2073, -0.1083, 1.7929], [0.9319, -1.1929, 0.7575], [1.1669, 0.8278, -1.7467]], "atomic_forces_ev_per_a": [[0.2762, -1.7146, -0.6055], [1.3003, -1.4825, -2.7152], [-1.7414, 0.0670, -2.2007], [-0.0550, 1.4123, 2.6550], [0.7558, 0.8221, 0.1700], [-0.2684, -0.1420, 0.2687], [-0.1432, -0.3493, 0.7511], [-1.8530, 1.5740, 0.0286], [1.7288, -0.1871, 1.6479]], "lowdin_charge": [-0.4889, -0.8569, -0.4715, 0.0129, 0.8606, 0.6581, 0.0519, 0.1430, 0.0907], "smiles": "O=C(Cl)CSO", "e_above_lowest_kcal_mol": 9.1, "charge": 0, "largest_force_ev_per_a": 3.36}

=====

[2]
{"formula": "C2H3ClO2S", "method": "ωB97M-V/def2-TZVPD", "symbols": ["C", "C", "O", "O", "S", "Cl", "H", "H", "H"], "coordinates": [[-0.5050, -0.1063, 0.4015], [-1.6367, 0.6342, -0.1353], [1.4377, -0.2118, -1.7421], [-1.7120, 1.8341, -0.2140], [0.1037, -1.6179, -0.2743], [-3.1318, -0.4436, -0.3971], [0.2913, 0.6347, 0.4183], [-0.7931, -0.0679, 1.5075], [0.7020, 0.1721, -2.2417]], "atomic_forces_ev_per_a": [[0.7859, 0.8570, 2.5302], [-2.1443, 2.2188, -0.6526], [-0.0557, -0.1841, 0.1599], [-0.0552, -2.5601, -0.1689], [-0.1824, 0.0465, -0.1455], [1.0179, 0.7193, -0.0412], [0.4685, -0.1341, -0.4712], [0.2228, -0.9979, -1.0600], [-0.0575, 0.0346, -0.1507]], "lowdin_charge": [-0.6434, -0.7967, -0.2605, 0.0738, 0.8762, 0.5647, 0.0857, 0.1305, -0.0302], "spin_multiplicity": 3, "e_above_lowest_kcal_mol": 51.5, "charge": 0, "largest_force_ev_per_a": 3.15, "s2": 2.01}

=====

[3]
{"formula": "C2H3ClO4P", "method": "ωB97M-V/def2-TZVPD", "symbols": ["C", "C", "O", "O", "O", "O", "P", "Cl", "H", "H", "H"], "coordinates": [[-1.8023, 0.6473, -0.8531], [0.9284, -0.6247, 1.2392], [-1.0249, -0.2934, -0.6781], [-2.6910, 0.7930, -1.5806], [1.1001, -1.4094, -1.4158], [1.1618, 1.1191, -0.9879], [0.7934, -0.2143, -0.6010], [-1.4045, 2.1840, 0.3140], [0.1841, -1.3981, 1.3962], [1.9265, -1.0117, 1.3720], [0.8282, 0.2083, 1.7950]], "atomic_forces_ev_per_a": [[0.9082, 2.0273, 1.0922], [0.3417, -2.0378, -3.6832], [1.5534, -1.4701, 0.7649], [-2.3598, 0.5599, -1.3620], [0.1359, -0.1404, 0.3642], [0.6986, 2.3733, -0.2951], [-0.4408, -2.9934, 1.0656], [-0.4061, -0.7562, -0.3286], [-0.0051, 0.0021, 0.3397], [0.3102, -0.3428, 0.0597], [-0.7362, 2.7780, 1.9827]], "lowdin_charge": [-0.9017, -0.1345, -0.1024, 0.0858, -0.3524, -0.3374, 0.3094, 0.3879, 0.0387, 0.0296, -0.0230], "smiles": "C[P@](=O)([O-])OC(=O)Cl", "e_above_lowest_kcal_mol": 0.0, "charge": -1, "largest_force_ev_per_a": 4.22}

=====

[4]
{"formula": "C2H3ClS", "method": "ωB97M-V/def2-TZVPD", "symbols": ["C", "C", "S", "Cl", "H", "H", "H"], "coordinates": [[0.5932, -0.8334, 0.8205], [-0.8884, -0.4633, 0.7184], [0.0026, -1.5314, -0.5546], [-1.3417, 1.1985, 0.3743], [1.7311, 1.2297, -1.0976], [1.2961, 1.4058, -1.7522], [-1.3928, -1.0060, 1.4911]], "atomic_forces_ev_per_a": [[-0.0462, 1.0710, 0.5781], [2.5361, -0.7986, -0.8262], [-1.5508, 0.4589, 0.2572], [0.0791, -0.8461, 0.1369], [-1.0162, 0.4459, -1.5854], [1.0732, -0.3867, 1.5472], [-1.0751, 0.0556, -0.1078]], "lowdin_charge": [-0.4519, -1.0035, 0.8075, 0.5536, 0.0222, 0.0286, 0.0436], "e_above_lowest_kcal_mol": 89.6, "charge": 0, "largest_force_ev_per_a": 2.78}

=====

[5]
{"formula": "C2H3ClS", "method": "ωB97M-V/def2-TZVPD", "symbols": ["C", "C", "S", "Cl", "H", "H", "H"], "coordinates": [[0.1471, -1.1732, 0.1581], [-1.9622, 2.4759, 0.3474], [-0.1463, 0.2383, 0.8190], [-2.4530, 2.3958, 1.8754], [-0.3385, -1.5296, -0.7898], [0.5632, -2.0462, 0.7456], [-1.7256, 3.5239, 0.2005]], "atomic_forces_ev_per_a": [[-0.9872, -2.3448, 0.1527], [-0.1774, -0.1944, -2.4718], [0.6643, 0.1910, 0.0614], [-0.7084, -0.1525, 2.4580], [0.7900, 0.7145, 0.5126], [-0.0302, 1.1173, -0.6331], [0.4488, 0.6689, -0.0798]], "lowdin_charge": [-0.5892, -0.5905, 0.6487, 0.5742, 0.0200, 0.0185, -0.0818], "e_above_lowest_kcal_mol": 105.2, "charge": 0, "largest_force_ev_per_a": 2.56}

=====

[6]
{"formula": "C2H3ClS2", "method": "ωB97M-V/def2-TZVPD", "symbols": ["C", "C", "S", "S", "Cl", "H", "H", "H"], "coordinates": [[0.1788, -0.5757, -0.4230], [-0.8080, 0.4357, -0.5722], [1.7697, -0.4414, -0.9530], [-0.3813, -2.0529, 0.2816], [-2.4187, 0.0257, -0.4780], [-0.5377, 1.5287, -0.6522], [-0.4073, 1.1919, 1.3431], [0.5507, -2.8348, 0.0004]], "atomic_forces_ev_per_a": [[1.6311, -0.2650, -0.7335], [1.6611, 2.0230, 1.5730], [-1.0288, 0.4552, 0.2196], [-3.1527, 1.0877, 1.1257], [-1.2473, 0.0920, -0.1539], [-0.3090, -1.5966, -0.6409], [-0.1458, -0.3458, -0.5705], [2.5913, -1.4505, -0.8195]], "lowdin_charge": [-1.3204, -0.7831, 0.6131, 0.7518, 0.6633, 0.0687, 0.1877, -0.1812], "e_above_lowest_kcal_mol": 95.0, "charge": 0, "largest_force_ev_per_a": 3.52}

=====

[7]
{"formula": "C2H3ClSi", "method": "ωB97M-V/def2-TZVPD", "symbols": ["C", "C", "Si", "Cl", "H", "H", "H"], "coordinates": [[-1.7605, -1.1485, 0.0041], [-0.8562, -0.3223, 0.0868], [0.8491, 0.5519, 0.1152], [2.8840, 0.0990, 0.0327], [-2.7154, -1.6448, -0.1880], [0.6860, 1.0193, -1.2151], [0.9129, 1.4455, 1.1641]], "atomic_forces_ev_per_a": [[0.0518, 1.3975, -0.3060], [0.7933, -1.8996, 0.7095], [-1.0943, -0.9220, -1.5532], [-0.4551, -0.9052, 0.2163], [0.9620, 0.1817, 0.2876], [0.0827, 0.8558, -0.9093], [-0.3404, 1.2918, 1.5550]], "lowdin_charge": [0.0074, -0.2759, 0.2336, 0.1796, 0.0331, -0.0800, -0.0978], "smiles": "C#C[SiH2]Cl", "e_above_lowest_kcal_mol": 18.3, "charge": 0, "largest_force_ev_per_a": 2.18}

=====

[8]
{"formula": "C2H3ClSi", "method": "ωB97M-V/def2-TZVPD", "symbols": ["C", "C", "Si", "Cl", "H", "H", "H"], "coordinates": [[0.0990, -2.0315, -0.4176], [-0.6445, -1.2878, -0.9927], [0.6680, 2.8987, 1.1616], [-1.7809, -0.6871, -2.0191], [0.6865, -2.3392, 0.3937], [-0.5385, 2.0206, 0.5963], [1.5104, 1.4262, 1.2779]], "atomic_forces_ev_per_a": [[-0.0542, 0.7952, 0.5774], [-0.6720, -0.4588, -0.9692], [0.1305, -2.4557, -0.2860], [0.1215, 0.2798, 0.1127], [0.6092, -0.5995, 0.2860], [0.6441, 0.7185, 0.3335], [-0.7791, 1.7204, -0.0545]], "lowdin_charge": [0.0247, -0.7318, 0.4934, 0.6730, 0.0169, -0.2629, -0.2134], "e_above_lowest_kcal_mol": 109.4, "charge": 0, "largest_force_ev_per_a": 2.48}

=====

[9]
{"formula": "C2H3CoOP", "method": "ωB97M-V/def2-TZVPD", "symbols": ["P", "O", "C", "H", "C", "H", "H", "Co"], "coordinates": [[-0.0334, 1.2593, -0.1124], [0.6128, -0.8538, -0.0512], [1.3076, -1.5004, 0.8861], [1.3409, -2.5822, 0.6994], [1.8292, -1.0078, 2.0172], [2.2849, -1.6879, 2.7353], [1.7239, 0.0425, 2.2944], [-1.1249, -0.6679, -0.6499]], "atomic_forces_ev_per_a": [[0.6075, -1.7947, 0.1426], [-0.8630, 2.7146, -1.1735], [0.9693, -1.3948, 2.4176], [0.1198, 0.4081, -0.1428], [-0.6760, 0.0142, -0.6788], [0.0202, 0.2286, -0.3534], [0.1313, -0.2095, -0.1138], [-0.3092, 0.0336, -0.0979]], "lowdin_charge": [0.8025, -0.5235, -0.3373, 0.1286, 0.0555, 0.0777, 0.0609, 0.7355], "spin_multiplicity": 5, "total_energy_ev": -51073.316, "charge": 1, "largest_force_ev_per_a": 3.08, "s2": 6.04}

=====

[10]
{"formula": "C2H3CrO3", "method": "ωB97M-V/def2-TZVPD", "symbols": ["C", "O", "H", "H", "O", "C", "O", "Cr", "H"], "coordinates": [[0.4957, 1.4611, 1.1024], [0.2419, 0.3175, 1.6603], [1.0361, 2.2399, 1.6655], [0.2877, 1.2703, -0.2642], [-1.4711, -0.9680, -0.6173], [-0.3658, -0.7236, -1.2761], [0.5569, -1.5455, -0.8427], [-0.2949, -1.3371, 0.9485], [-0.4866, -0.7147, -2.3762]], "atomic_forces_ev_per_a": [[-0.9100, -6.3599, -2.4627], [1.5786, 7.0088, 0.0165], [-0.5516, 0.0872, -0.3883], [0.7014, 1.8834, 4.1669], [0.7070, 2.7739, 0.5040], [-1.9966, -7.2769, -0.3618], [0.9783, 2.6547, 0.0908], [-1.0681, -2.6455, -1.7105], [0.5609, 1.8743, 0.1452]], "lowdin_charge": [0.1345, -0.2108, 0.1242, 0.2082, -0.1112, -0.3700, -0.1126, 1.1544, 0.1832], "spin_multiplicity": 5, "e_above_lowest_kcal_mol": 30.7, "charge": 1, "largest_force_ev_per_a": 7.55, "s2": 6.02}

=====

[11]
{"formula": "C2H3CsO2", "method": "ωB97M-V/def2-TZVPD", "symbols": ["O", "C", "Cs", "O", "C", "H", "H", "H"], "coordinates": [[4.2037, 1.6395, 0.2791], [3.1439, 1.2488, 0.0654], [-1.8150, 0.7154, -1.0166], [2.0332, 0.9422, -0.1138], [-2.1341, -3.0612, -0.0161], [-1.0679, -3.2760, -0.1163], [-2.7569, -3.3110, -0.8786], [-2.5090, -2.8545, 0.9888]], "atomic_forces_ev_per_a": [[0.3253, -0.2582, -0.0999], [-0.4638, 0.5593, 0.2436], [0.1042, -0.0942, 0.0540], [0.0278, -0.3012, -0.1719], [0.4933, -0.0647, -0.1303], [-0.3502, 0.1097, 0.0743], [-0.0149, 0.1659, 0.5783], [-0.1218, -0.1166, -0.5481]], "lowdin_charge": [0.2522, -0.3996, 0.9524, 0.1563, 0.0539, -0.0078, -0.0039, -0.0034], "spin_multiplicity": 2, "e_above_lowest_kcal_mol": 0.0, "charge": 1, "largest_force_ev_per_a": 0.77, "s2": 0.75}

=====

[12]
{"formula": "C2H3DyLiO", "method": "ωB97M-V/def2-TZVPD", "symbols": ["O", "C", "Dy", "Li", "H", "C", "H", "H"], "coordinates": [[1.2256, 0.4133, 2.9369], [1.0463, -0.4974, 2.2710], [0.5655, 1.5811, -2.4028], [-2.1748, 0.5221, -2.2866], [1.1031, -1.4346, 1.7666], [-0.4959, 0.2259, -0.7648], [0.0246, -0.5533, -1.3290], [-1.2945, -0.2570, -0.1913]], "atomic_forces_ev_per_a": [[-1.0674, -3.6235, -2.7266], [1.2075, 4.5943, 2.9815], [-0.0507, -0.7670, 1.8492], [-0.5963, -0.5298, 0.5907], [-0.3303, -0.8532, -0.5557], [0.4245, 1.8990, -1.9833], [0.3417, -0.8900, -0.2284], [0.0710, 0.1702, 0.0725]], "lowdin_charge": [0.3517, 0.3348, 1.2697, 0.7240, 0.1656, -0.5442, -0.1772, -0.1243], "spin_multiplicity": 7, "total_energy_ev": -28433.771, "charge": 2, "largest_force_ev_per_a": 5.61, "s2": 12.68}

=====

Copy entry 7 word for word.
{"formula": "C2H3ClSi", "method": "ωB97M-V/def2-TZVPD", "symbols": ["C", "C", "Si", "Cl", "H", "H", "H"], "coordinates": [[-1.7605, -1.1485, 0.0041], [-0.8562, -0.3223, 0.0868], [0.8491, 0.5519, 0.1152], [2.8840, 0.0990, 0.0327], [-2.7154, -1.6448, -0.1880], [0.6860, 1.0193, -1.2151], [0.9129, 1.4455, 1.1641]], "atomic_forces_ev_per_a": [[0.0518, 1.3975, -0.3060], [0.7933, -1.8996, 0.7095], [-1.0943, -0.9220, -1.5532], [-0.4551, -0.9052, 0.2163], [0.9620, 0.1817, 0.2876], [0.0827, 0.8558, -0.9093], [-0.3404, 1.2918, 1.5550]], "lowdin_charge": [0.0074, -0.2759, 0.2336, 0.1796, 0.0331, -0.0800, -0.0978], "smiles": "C#C[SiH2]Cl", "e_above_lowest_kcal_mol": 18.3, "charge": 0, "largest_force_ev_per_a": 2.18}